19
Properties=species:S:1:pos:R:3:forces:R:3 method="wB97M-V/def2-TZVPD" homo_lumo_gap_ev=8.0506 de_lowest_ev=6.127 spin_multiplicity=1 largest_force_ha_per_bohr=0.0702 e_lumo_ev=0.7
C -0.293890 -1.260490 -0.705279 0.1 -2.8 0.3
C -1.446504 -0.678270 -0.684335 -2.6 2.3 -1.1
C 1.015830 0.355150 0.956121 0.8 2.2 -0.4
C -2.717874 -1.165251 0.001983 -1.3 0.9 -1.3
C 2.272010 1.485903 -0.768860 -2.0 2.6 -0.7
N -0.561375 2.222088 1.302724 2.1 -1.9 -0.7
N 0.334852 1.456676 1.183595 -2.5 1.0 1.3
O 1.043593 -0.668403 1.822948 -0.8 0.0 -0.2
O 2.178030 0.583171 0.260523 0.0 -2.8 0.8
H -0.354352 -2.279760 -0.291646 0.9 0.4 0.1
H 0.567964 -0.944658 -1.242809 0.4 0.2 -0.3
H -1.559488 0.275643 -1.263970 0.0 -0.7 0.7
H -3.441632 -1.705882 -0.719774 1.2 0.9 0.8
H -3.298351 -0.237510 0.352476 0.8 -1.6 -0.1
H -2.508981 -1.877464 0.791048 0.0 0.1 0.3
H 2.230167 2.523167 -0.282366 0.6 -1.0 -1.1
H 1.481268 1.500278 -1.598367 0.3 -0.5 1.5
H 3.143924 1.218670 -1.307378 1.2 0.3 -0.1
H 1.914809 -0.803059 2.193366 0.6 0.2 0.1


20
Properties=species:S:1:pos:R:3:forces:R:3 method="wB97M-V/def2-TZVPD" homo_lumo_gap_ev=9.9805 de_lowest_ev=2.491 spin_multiplicity=1 smiles="NC(=O)CC[C@H](N)C(=O)O" largest_force_ha_per_bohr=0.1191 e_lumo_ev=0.5
C -1.167524 0.211227 -0.343140 0.3 -1.2 0.0
C -2.646452 -0.256711 -0.450968 -1.3 -2.0 1.2
C -0.318707 -0.577122 0.671569 -1.2 -2.0 1.2
C 1.070455 -1.044897 0.278326 0.3 -1.7 -0.3
C 2.040502 0.072507 -0.142535 -6.1 0.7 -0.2
H -0.981007 2.290777 -0.576752 -1.0 -0.8 -0.5
H -0.225074 1.778796 0.640842 -2.7 -1.3 -1.0
H -0.686450 0.152947 -1.301098 0.1 -0.5 -0.8
H -0.754084 -1.532889 1.083751 -0.4 0.6 -1.3
H -0.321813 -0.095507 1.678607 0.4 0.6 -1.0
H 1.363917 -1.374124 1.255809 1.1 -0.3 0.6
H 1.114191 -2.135128 -0.272871 -0.1 3.1 0.6
H 3.884057 0.431210 -0.452726 0.5 0.7 -0.6
H 3.462130 -1.010672 -1.063331 0.8 -3.9 -1.2
H -2.903650 1.216651 0.398407 -0.4 1.7 -0.1
N -1.176084 1.542963 0.101306 3.3 4.4 2.5
N 3.165795 -0.229866 -0.645219 3.9 2.1 0.5
O -3.019363 -1.413108 -0.523316 1.0 1.2 -0.8
O 1.637613 1.242706 -0.165852 0.5 -0.4 1.3
O -3.538459 0.730241 -0.170806 1.1 -0.9 0.0